C5H6O3 | the ωB97M-V functional and the def2-TZVPD basis

## Properties
Gap between HOMO and LUMO (eV): 9.86
Calculated total energy (Ha): -419.58353
LUMO (eV): 0.856
Energy relative to the best compared isomer or geometry (same formula, charge and spin) (kcal per mole): 160.6

Each line ends with the Mulliken charge.
Positions of all 14 atoms, in Å:
C (1.24507, -0.10219, -0.32165)  -0.316
C (0.24564, 1.01797, -0.28821)  -0.145
C (-1.24071, 0.63853, -0.00295)  -0.043
C (-1.24797, -0.80312, -0.07894)  -0.304
C (0.10362, -1.28897, -0.07596)  0.097
H (1.41052, 0.72800, 1.18226)  0.477
H (1.59377, -0.36870, -1.33419)  0.429
H (0.16154, 2.13287, -0.78625)  0.261
H (-1.89370, 1.58634, -0.24322)  0.398
H (-2.29238, -1.29898, -0.39372)  0.280
H (0.68756, -2.30736, -0.36054)  0.266
O (2.14085, -0.09458, 0.61341)  -0.588
O (-0.37252, 1.32852, 0.97177)  -0.400
O (-0.54129, -1.16832, 1.11818)  -0.412